Density functional theory data (ωB97M-V/def2-TZVPD) for a molecular structure, C19H25BrClNO2SbV at a distorted geometry.

Structure (XYZ):
```
51
Properties=species:S:1:pos:R:3:forces:R:3
V 0.54602 -0.45206 0.92284 -0.902 0.439 0.684
Cl 0.04256 -7.41585 2.75470 0.035 0.141 -0.023
C 0.40706 -5.74384 2.45979 0.159 -0.232 0.110
C 1.70210 -5.26375 2.75677 -0.001 -0.116 0.033
C 2.02555 -3.95431 2.54885 0.118 -0.027 0.140
C 1.07233 -3.06318 2.02544 0.194 0.925 -0.146
O 1.38276 -1.78831 1.85090 0.535 -1.640 0.455
C -0.21334 -3.54657 1.70059 -0.317 -0.183 -0.050
C -1.19808 -2.72408 1.11521 0.336 0.730 -0.154
O -1.02048 -1.50453 0.75619 -0.840 -1.324 0.071
C -0.53058 -4.91090 1.94895 -0.217 0.091 -0.107
H 2.43707 -5.95030 3.15632 -0.023 0.003 -0.004
H 3.01104 -3.57798 2.78862 -0.022 0.007 -0.016
H -2.18318 -3.14144 0.92736 -0.124 -0.053 -0.028
H -1.52180 -5.28214 1.71420 0.048 0.037 0.006
C 4.15601 0.47047 -3.17336 -0.045 0.031 0.066
C 3.66823 0.76103 -1.77868 0.037 -0.081 -0.233
C 4.37648 1.56734 -0.89682 0.207 0.093 -0.050
C 3.90572 1.80021 0.38203 0.041 0.097 0.234
C 2.71778 1.20627 0.73923 -0.083 0.061 -0.200
Br 1.93625 1.46239 2.45861 0.084 0.108 -0.085
N 2.00158 0.43883 -0.08198 1.460 0.591 -0.896
C 2.47916 0.22281 -1.32288 -0.115 0.058 0.229
H 5.02983 1.07257 -3.41385 -0.013 0.001 0.008
H 3.38186 0.68370 -3.91145 0.014 -0.006 0.025
H 4.43261 -0.57987 -3.27762 -0.011 0.020 0.027
H 5.30710 2.02516 -1.21316 -0.049 -0.027 0.018
H 4.43957 2.42626 1.08279 -0.008 -0.016 -0.017
H 1.86251 -0.39498 -1.96133 -0.040 -0.053 -0.018
C -0.68200 3.68649 -1.89909 -0.054 0.024 0.074
C -1.47346 3.37571 -0.62501 0.233 0.101 -0.158
Sb -1.32162 1.34031 -0.03874 -0.469 0.195 0.119
C -2.35277 0.43173 -1.66904 -0.151 0.098 -0.081
C -3.63626 1.12148 -2.13425 0.066 -0.060 -0.017
C -2.75152 1.33983 1.56204 -0.141 0.124 -0.084
C -4.02451 2.16960 1.38418 0.053 -0.028 0.041
H -0.87202 4.70355 -2.24461 -0.001 0.004 0.034
H -0.94786 3.01645 -2.71986 -0.035 -0.011 0.027
H 0.39381 3.59488 -1.73674 0.002 -0.026 0.027
H -2.53719 3.56903 -0.75688 -0.004 0.050 -0.027
H -1.13329 3.97708 0.21853 -0.007 0.084 -0.039
H -2.52905 -0.59457 -1.34830 -0.054 -0.033 -0.058
H -1.61995 0.39007 -2.47641 -0.006 -0.038 -0.059
H -4.41873 1.07265 -1.37884 0.023 -0.020 -0.012
H -4.02521 0.64228 -3.03459 0.021 -0.010 0.014
H -3.47688 2.17445 -2.37604 0.032 -0.044 0.012
H -2.18400 1.69675 2.42335 -0.011 -0.003 0.074
H -2.97887 0.29047 1.75032 -0.034 -0.030 0.017
H -3.80611 3.21820 1.17718 0.029 -0.025 0.007
H -4.63015 2.14415 2.29241 0.036 -0.021 -0.008
H -4.64608 1.79647 0.57210 0.015 -0.004 0.018
```
Forces are in eV/Å.

Output
- charge = +1
- largest force on an atom (eV Å⁻¹) = 1.8
- HOMO level (spin up / spin down) (eV) = -10.492 / -9.601
- total energy (eV) = -140477.4906
- molar mass (g mol⁻¹) = 587.5
- ΔE to the lowest compared entry with this formula, charge and spin (kJ/mol) = 0.0
- 2S+1 = 2